{"formula": "C28H21Br2N3O4S5Ta", "method": "ωB97M-V with the def2-TZVPD basis set", "species": ["Ta", "S", "S", "S", "S", "C", "C", "C", "C", "C", "C", "N", "N", "C", "C", "C", "C", "C", "C", "H", "H", "H", "H", "H", "H", "H", "H", "H", "Br", "C", "C", "C", "Br", "C", "C", "C", "C", "N", "C", "C", "O", "H", "H", "H", "H", "C", "C", "C", "C", "C", "C", "H", "H", "H", "H", "H", "C", "S", "O", "O", "O", "H", "H", "H"], "coordinates": [[-0.23730, 0.41323, 0.17715], [-1.71278, 2.19266, -0.87860], [-2.40114, 3.49668, 0.56577], [-3.04285, 2.12563, 1.95129], [-1.22560, 1.24580, 2.36463], [0.16828, -4.32470, -3.43636], [1.39466, -4.04853, -2.84463], [1.44467, -3.30108, -1.68020], [0.26961, -2.81335, -1.11770], [-0.95915, -3.09537, -1.69264], [-1.00001, -3.85796, -2.85078], [0.38969, -1.96384, 0.03713], [1.06083, -2.47726, 0.94246], [1.38512, -1.59877, 1.99392], [2.17014, -2.14645, 3.00620], [2.65792, -1.31679, 3.99682], [2.37557, 0.04399, 3.93250], [1.58749, 0.56478, 2.91502], [1.02924, -0.24542, 1.91798], [0.12566, -4.89797, -4.35424], [2.31282, -4.40280, -3.29643], [2.39246, -3.06316, -1.21309], [-1.86651, -2.72063, -1.24337], [-1.95912, -4.07258, -3.30515], [2.39662, -3.20550, 2.97989], [3.27038, -1.71387, 4.79678], [2.78179, 0.71167, 4.68344], [1.40959, 1.63110, 2.87945], [-1.48067, -0.55172, -4.70777], [0.26674, -0.52060, -4.00961], [1.36111, -0.79482, -4.85443], [2.63477, -0.76710, -4.37320], [4.07315, -1.16039, -5.54935], [2.89831, -0.45752, -3.01268], [4.16705, -0.38065, -2.40840], [4.26029, -0.07766, -1.07840], [3.09554, 0.13715, -0.32880], [1.89487, 0.05553, -0.86266], [1.78859, -0.20880, -2.18999], [0.45217, -0.23091, -2.67827], [-0.51125, 0.00401, -1.82227], [1.17377, -1.03006, -5.89269], [5.05332, -0.54889, -3.00514], [5.21883, 0.02039, -0.59019], [3.14734, 0.40098, 0.71676], [-4.33784, -2.55333, 0.59125], [-3.32994, -2.59905, 1.54679], [-2.24001, -1.74684, 1.44814], [-2.08824, -0.83386, 0.39641], [-3.12826, -0.80293, -0.54088], [-4.23469, -1.63950, -0.44804], [-5.19693, -3.21055, 0.66566], [-3.39824, -3.29546, 2.37565], [-1.48509, -1.79130, 2.22867], [-3.06778, -0.11370, -1.37300], [-5.01905, -1.57819, -1.19494], [1.23437, 4.73459, 0.06933], [1.91430, 3.13466, -0.23893], [3.24452, 3.10874, 0.33721], [1.00857, 2.22551, 0.54945], [1.84115, 2.90055, -1.66510], [1.23957, 4.90310, 1.14378], [0.21499, 4.74090, -0.31342], [1.85192, 5.46533, -0.44900]], "atomic_forces_ev_per_a": [[0.272, 0.444, -0.190], [-0.006, 0.007, 0.098], [-0.002, -0.068, -0.030], [0.058, 0.006, -0.018], [-0.052, 0.049, 0.085], [0.018, 0.016, 0.025], [-0.050, -0.005, -0.028], [0.029, 0.017, -0.004], [0.013, -0.129, -0.054], [-0.023, 0.045, 0.031], [-0.001, -0.011, -0.024], [-0.102, 0.109, -0.099], [0.049, -0.115, 0.063], [-0.019, 0.093, -0.007], [0.006, -0.025, 0.000], [0.016, -0.005, 0.030], [0.006, -0.010, 0.005], [-0.011, 0.028, -0.048], [0.145, -0.094, 0.139], [-0.003, 0.004, 0.011], [-0.001, 0.003, 0.006], [-0.004, 0.013, 0.010], [0.006, -0.002, -0.010], [0.012, 0.003, 0.006], [-0.007, 0.019, -0.002], [-0.006, -0.004, -0.014], [-0.006, 0.000, -0.009], [0.012, -0.008, 0.003], [-0.015, -0.022, -0.012], [0.050, 0.008, 0.041], [-0.060, -0.005, 0.006], [0.029, 0.029, 0.075], [-0.009, 0.000, 0.000], [-0.085, -0.001, -0.089], [0.052, 0.019, 0.090], [0.059, -0.010, -0.097], [-0.167, 0.022, -0.001], [-0.027, -0.020, 0.125], [-0.012, -0.007, -0.047], [-0.004, -0.034, 0.037], [0.098, -0.006, -0.003], [0.002, 0.000, 0.003], [0.004, 0.000, 0.004], [0.007, -0.003, 0.003], [0.006, 0.004, 0.033], [0.009, 0.030, -0.006], [-0.041, -0.028, -0.016], [0.104, 0.009, 0.047], [-0.158, -0.032, -0.061], [0.044, 0.018, -0.020], [-0.036, -0.053, 0.033], [0.016, 0.010, -0.005], [0.012, 0.016, -0.011], [-0.024, -0.015, -0.020], [-0.005, 0.016, -0.014], [0.015, 0.015, 0.007], [-0.107, -0.028, 0.004], [0.065, -0.037, -0.006], [-0.014, 0.034, -0.008], [-0.146, -0.231, -0.186], [-0.038, -0.077, 0.097], [-0.013, 0.024, -0.017], [0.030, -0.003, 0.024], [0.010, -0.020, 0.015]], "nbo_charge": [1.76, -0.27, -0.06, -0.03, -0.27, -0.22, -0.21, -0.25, 0.18, -0.16, -0.22, -0.21, -0.12, 0.09, -0.22, -0.24, -0.18, -0.21, -0.40, 0.21, 0.21, 0.22, 0.24, 0.22, 0.22, 0.21, 0.21, 0.25, 0.08, -0.17, -0.22, -0.11, 0.03, -0.05, -0.13, -0.24, 0.12, -0.47, 0.10, 0.39, -0.77, 0.24, 0.23, 0.23, 0.24, -0.24, -0.24, -0.24, -0.33, -0.26, -0.23, 0.20, 0.20, 0.20, 0.23, 0.20, -0.89, 2.43, -1.00, -1.02, -0.99, 0.24, 0.25, 0.23], "total_charge": -1, "e_lumo_ev": 1.31, "relative_energy_kj_mol": 0.00, "total_energy_ev": -237856.035, "orbital_gap_ev": 6.0}

---

{"formula": "C5H10NS", "method": "ωB97M-V with the def2-TZVPD basis set", "species": ["C", "C", "C", "C", "C", "N", "S", "H", "H", "H", "H", "H", "H", "H", "H", "H", "H"], "coordinates": [[0.94390, 1.61847, 0.03332], [-0.50547, 1.20146, -0.31271], [1.83144, 0.51959, -0.36379], [-1.05590, 0.02771, 0.51955], [-0.63454, -2.32575, -0.12641], [-0.17187, -1.08196, 0.35381], [-0.18853, -2.29787, 1.55352], [1.16645, 2.42115, -0.60922], [1.00511, 2.25734, 0.99270], [-1.28955, 2.08519, -0.36594], [-0.50114, 0.80662, -1.30180], [1.72183, -0.07713, -1.22778], [2.57764, -0.00696, 0.35089], [-1.12329, 0.43804, 1.50449], [-2.01589, -0.29042, 0.23540], [-1.77855, -2.43396, -0.45555], [0.01836, -2.86153, -0.78049]], "atomic_forces_ev_per_a": [[-0.439, 0.106, 1.394], [-2.438, 1.026, -0.716], [-0.280, -1.741, 4.437], [1.115, 1.951, -0.015], [-3.247, -1.007, -1.926], [1.978, 1.475, 0.126], [0.183, -0.819, 1.578], [0.224, 1.201, -1.839], [0.500, -2.108, -0.720], [1.879, -1.556, 0.467], [0.131, 0.011, -1.190], [-0.225, 0.236, -1.520], [-0.962, 1.474, -1.128], [0.144, -0.562, 1.092], [-1.502, 0.071, -0.666], [2.543, 0.405, 0.996], [0.397, -0.165, -0.368]], "nbo_charge": [-0.58, -0.37, 0.16, -0.25, -0.34, -0.49, 0.41, 0.32, 0.28, 0.26, 0.21, 0.22, 0.24, 0.22, 0.23, 0.24, 0.23], "total_charge": 1, "e_lumo_ev": -6.57, "relative_energy_kj_mol": 519.84, "total_energy_ev": -17660.935, "orbital_gap_ev": 6.3}

---

{"formula": "C5H38N2O14", "method": "ωB97M-V with the def2-TZVPD basis set", "species": ["C", "C", "C", "C", "O", "N", "C", "N", "H", "H", "H", "H", "H", "H", "H", "H", "H", "H", "H", "H", "H", "H", "O", "H", "H", "O", "H", "H", "O", "H", "H", "O", "H", "H", "O", "H", "H", "O", "H", "H", "O", "H", "H", "O", "H", "H", "O", "H", "H", "O", "H", "H", "O", "H", "H", "O", "H", "H", "O"], "coordinates": [[0.08415, 2.26480, 1.35967], [-0.01777, 1.65282, -0.02833], [-0.89601, 2.64932, -0.88393], [-0.07038, 3.94326, -0.98410], [1.13586, 3.93611, -1.06347], [-0.69346, 0.34886, -0.25469], [-0.02260, -0.65458, 0.56772], [-0.81109, -1.91032, 0.76591], [1.12572, 2.28839, 1.87503], [-0.12922, 3.34226, 1.41323], [-0.65081, 1.66855, 1.95116], [0.96656, 1.64480, -0.58047], [-1.22631, 2.14460, -1.81272], [-1.83681, 2.84009, -0.41687], [-0.67434, 4.88479, -0.91930], [-1.69494, 0.36279, -0.09763], [1.06115, -0.81324, 0.16352], [0.04706, -0.33072, 1.67407], [-1.78633, -1.79537, 0.43433], [-0.35027, -2.71531, 0.21362], [-2.38447, -2.10041, -1.74933], [-2.20704, -1.39169, -3.01922], [-2.63768, -1.24863, -2.15158], [-2.53488, -0.21371, 1.58188], [-3.48671, 0.33686, 2.59684], [-3.01310, -0.48588, 2.38134], [2.75888, -2.00325, 2.89143], [3.98420, -0.82197, 3.06635], [3.61524, -1.66892, 3.01331], [2.85936, -2.98903, -0.05798], [3.39204, -1.99504, 1.01771], [3.37321, -2.21505, 0.09536], [-1.66973, -3.92356, -3.10181], [-0.53292, -3.06976, -2.53813], [-1.38565, -3.46359, -2.31337], [1.62091, 0.68741, 3.84278], [2.64230, 1.21209, 2.80441], [1.96535, 0.54912, 2.94898], [3.94800, -0.99254, -2.73625], [3.21259, 0.38383, -2.68589], [3.31478, -0.41932, -3.22566], [-1.10039, -1.86756, 2.62022], [-1.54418, -1.90187, 4.08908], [-0.93672, -1.49199, 3.51106], [-4.41802, 0.73473, -2.43672], [-3.15102, 0.38873, -1.98591], [-3.74116, 1.18483, -1.87203], [2.83451, 2.40545, -0.63319], [2.81556, 1.07996, -0.10322], [3.19181, 1.48552, -0.87721], [-2.14090, 0.80786, 4.11317], [-0.60284, 0.52201, 4.04176], [-1.27192, 1.15089, 4.37658], [1.88033, -1.12869, -2.89069], [0.76941, -0.47416, -2.08508], [0.87700, -1.15840, -2.77412], [-1.74041, -0.05855, -4.86919], [-0.74010, -0.76341, -3.75651], [-1.37578, -0.83419, -4.50593]], "atomic_forces_ev_per_a": [[1.136, -0.339, 1.692], [-0.933, 1.303, -2.893], [1.555, -0.496, 0.061], [-0.874, -0.656, -0.476], [-0.357, 0.395, 0.088], [1.881, -0.175, 0.920], [0.347, -0.265, 2.070], [1.037, -1.427, -2.166], [-1.935, -0.726, -1.050], [-0.615, -0.417, -0.347], [0.725, 0.911, 0.285], [-1.165, -0.401, 0.723], [0.714, 0.619, -0.044], [-0.654, 0.356, 0.733], [0.573, -0.173, -0.169], [-0.015, 0.301, -0.026], [-1.948, -0.083, 0.697], [0.515, 0.161, -1.800], [0.964, -0.274, -0.080], [-1.423, 1.705, 1.017], [-0.321, 0.417, 0.080], [-0.614, 0.573, 0.031], [0.080, -0.587, -0.046], [-0.048, -0.191, 0.379], [-0.135, -0.490, -0.136], [-0.703, 1.102, -0.501], [-1.966, 1.139, 0.163], [-0.984, 1.860, 0.005], [2.935, -3.322, -0.065], [-0.548, -0.843, 0.179], [0.129, -0.133, 1.016], [0.570, 1.020, -1.324], [-0.115, -0.193, -0.281], [0.176, 0.194, -0.039], [0.528, -0.534, 0.315], [0.239, 0.081, -0.189], [0.050, 0.247, 0.246], [-0.007, -0.306, 0.299], [-0.478, 0.782, -0.355], [0.264, -0.134, 0.106], [0.858, -0.573, 0.507], [0.231, 0.066, 0.157], [-1.061, -0.598, 0.934], [1.752, 0.103, -0.658], [-0.042, 1.215, 0.710], [0.235, 0.758, 0.806], [-0.245, -1.826, -1.316], [0.909, -1.217, -1.394], [0.028, -1.335, 0.500], [-0.758, 2.499, 0.687], [0.854, -0.272, 0.039], [-1.126, -0.051, 0.076], [0.240, 0.338, 0.057], [-1.164, 0.069, -0.463], [-0.442, -0.425, -0.198], [0.526, 0.210, 0.795], [-0.155, 1.710, -0.028], [0.069, 0.877, -1.063], [0.713, -2.549, 0.733]], "nbo_charge": [-0.65, -0.07, -0.53, 0.47, -0.56, -0.66, -0.07, -0.89, 0.21, 0.21, 0.23, 0.21, 0.26, 0.22, 0.12, 0.36, 0.19, 0.18, 0.37, 0.39, 0.50, 0.50, -1.02, 0.46, 0.47, -0.93, 0.51, 0.51, -1.00, 0.47, 0.49, -0.97, 0.49, 0.50, -0.97, 0.49, 0.47, -0.94, 0.49, 0.51, -0.95, 0.50, 0.47, -1.00, 0.46, 0.50, -0.99, 0.50, 0.47, -0.95, 0.47, 0.49, -0.97, 0.51, 0.48, -1.03, 0.49, 0.52, -0.99], "e_lumo_ev": 0.01, "relative_energy_kj_mol": 633.28, "total_energy_ev": -37444.801, "orbital_gap_ev": 9.3}